Model a:
This record from the Open Molecules 2025 dataset describes C29H35N2O4PPt as an isolated structure. The level of theory is ωB97M-V/def2-TZVPD.

HOMO level   -6.99 eV
Lowest unoccupied orbital energy   -0.0061 Ha
Frontier orbital gap   6.8 eV
Charge   0

Geometry (Å):
C -0.749 -1.412 -0.967
C -3.165 -1.406 -1.289
H 2.981 -0.965 -3.702
H -3.965 0.240 2.657
H -3.737 2.312 -3.278
C 3.618 0.779 0.968
C -0.769 -2.792 -1.279
C 1.682 4.095 2.682
H -4.132 -0.347 1.005
C -1.865 1.965 2.279
H -2.345 2.902 1.994
H -4.407 1.366 1.378
H -4.103 -0.859 -1.304
H -5.313 -2.796 -1.910
C 1.939 -2.036 0.612
H -4.084 1.397 -0.998
H 2.989 3.923 4.372
H -1.927 -4.479 -1.835
H -1.992 2.403 -3.002
C 1.016 -1.886 1.789
C -1.952 -3.423 -1.587
C 5.302 -3.632 -0.197
H 4.825 -0.626 1.174
H 0.162 -3.343 -1.305
H 1.856 0.124 -2.877
O 4.462 0.078 1.738
H 0.708 -0.843 1.903
O -0.022 3.351 -0.466
H 0.105 -2.474 1.654
H -2.122 1.764 3.322
N 0.405 -0.713 -0.742
H 1.188 5.004 2.991
H -2.271 3.861 -0.830
C -2.900 1.851 -2.751
C -3.150 1.910 -1.242
C 3.317 2.362 2.930
C 2.135 -0.922 -3.017
H -0.789 2.105 2.221
H 6.091 -2.990 0.202
H 4.320 -2.389 -2.405
C 3.134 -2.739 0.730
P -1.854 0.951 -0.386
C -2.309 0.793 1.405
H -4.638 -4.314 -1.319
O -0.268 5.138 0.858
O 3.470 0.591 -0.207
H -3.582 3.436 0.269
C -3.793 0.494 1.609
C 2.477 -1.567 -1.703
H 5.191 -4.475 0.486
Pt 0.361 1.275 -0.474
C -3.181 -2.748 -1.611
C -3.236 3.364 -0.763
C 3.654 -2.289 -1.554
H 3.387 -3.193 1.684
C 0.229 4.064 0.574
H -4.412 -3.849 -3.000
C 1.293 3.489 1.494
H 5.647 -4.013 -1.158
H -3.948 3.908 -1.386
C 2.682 3.498 3.426
H 1.501 -2.212 2.709
H 4.130 1.888 3.460
C 2.900 1.865 1.711
C 1.615 -1.447 -0.613
C -1.982 -0.742 -0.951
C 4.004 -2.879 -0.346
H -1.724 -0.084 1.699
H -2.788 0.829 -3.112
H 1.280 -1.417 -3.484
N 1.873 2.390 1.045
C -4.455 -3.464 -1.979

Model b:
This record from the Open Molecules 2025 dataset describes C29H35N2O4PPt as an isolated structure. The level of theory is ωB97M-V/def2-TZVPD.

HOMO level   -6.86 eV
Lowest unoccupied orbital energy   -0.0230 Ha
Frontier orbital gap   6.2 eV
Charge   0

Geometry (Å):
C -0.935 -4.629 2.636
H 0.824 -5.364 -4.977
O 2.962 2.000 0.177
H 3.428 -1.185 4.862
H 2.113 -4.051 -3.328
C 2.509 -2.810 -0.947
H 1.557 1.962 4.052
H -2.384 3.646 -1.571
C -0.086 -2.009 2.572
H -1.111 -3.887 5.981
C 1.207 -3.106 -1.637
C 2.405 -0.720 3.036
H 0.528 2.621 2.779
C -0.882 -3.917 3.842
H -2.599 -2.946 -0.010
H -3.360 -2.947 -1.607
C -0.436 -2.609 3.782
H 3.346 -3.238 -1.499
H -2.353 -4.813 5.143
P 0.704 -0.413 2.354
H -2.153 -3.868 -3.380
C -0.223 -2.706 1.357
C 3.483 0.245 2.563
C 0.870 3.091 0.305
C -0.854 4.600 -0.361
H 1.727 -1.626 4.908
H 2.621 -1.702 2.601
C -1.478 3.543 -0.990
C -0.035 -4.703 -4.856
C -0.616 -4.062 1.423
C 0.366 4.378 0.269
H -0.018 2.651 4.445
H -1.276 5.595 -0.398
H -2.176 1.432 3.836
Pt 0.303 -0.067 0.174
C 2.282 2.825 0.715
H 3.277 1.264 2.896
O -0.671 0.070 -1.670
C 0.002 -2.725 -1.045
C 0.527 2.055 3.709
H 2.518 -3.214 0.068
H -2.575 -1.487 -1.002
C -0.021 -4.034 -3.508
H -0.687 -4.642 0.512
N 0.202 2.047 -0.197
C -1.291 -4.557 5.141
C -1.613 0.896 3.069
H -0.735 -5.479 5.324
H 0.004 -3.961 -5.657
C -0.911 2.281 -0.899
H -1.654 1.479 2.144
H 3.576 0.256 1.482
H -0.161 0.178 4.478
C -0.165 0.710 3.521
H -2.105 -0.059 2.883
H 4.440 -0.049 2.999
H 0.937 5.185 0.704
C -1.208 -3.656 -2.891
H 3.665 3.480 1.792
N 0.036 -2.042 0.199
C 1.178 -3.754 -2.865
O -2.432 1.266 -2.397
H -0.377 -2.040 4.704
C 2.428 -0.872 4.556
O 2.722 3.665 1.668
C -1.219 -2.997 -1.669
C -2.512 -2.576 -1.034
C -1.432 1.104 -1.726
H -0.942 -5.291 -4.996
H -1.255 -5.666 2.653
H 2.212 0.069 5.067
H 2.666 -1.731 -0.860

Which structure loses on stability? model a does.

Model a:
This record from the Open Molecules 2025 dataset describes a 2-piece molecular cluster, C2H2N3O2 overall. The level of theory is ωB97M-V/def2-TZVPD.

HOMO level   -16.44 eV
Lowest unoccupied orbital energy   -0.2580 Ha
Frontier orbital gap   9.4 eV
Charge   +1

Geometry (Å):
N 1.148 2.201 -0.365
N 0.519 1.382 0.084
O 2.558 -1.377 -0.122
C 1.906 -0.579 0.300
H -2.029 -1.629 -1.043
N -0.785 -0.304 -0.484
O -1.941 -0.994 -0.225
C -0.465 0.536 0.411
H -0.910 0.762 1.446

Model b:
This record from the Open Molecules 2025 dataset describes a 2-piece molecular cluster, C2H2N3O2 overall. The level of theory is ωB97M-V/def2-TZVPD.

HOMO level (spin up / spin down)   -16.09 / -16.09 eV
Lowest unoccupied orbital energy (spin up / spin down)   -0.3139 / -0.3139 Ha
Frontier orbital gap (spin up / spin down)   7.5 / 7.5 eV
Charge   +1

Geometry (Å):
O 1.153 3.165 -0.358
N -0.275 1.460 -1.110
N 0.365 -0.936 0.491
H -1.740 -1.648 -0.127
H 1.181 -2.177 1.641
N -0.801 0.321 -1.117
O 0.280 -1.879 1.391
C -0.649 -0.582 -0.205
C 0.485 2.277 -0.606

Which structure loses on stability? model b does.

Model a:
This record from the Open Molecules 2025 dataset describes a 6-piece molecular cluster, C5H22N2O6 overall. The level of theory is ωB97M-V/def2-TZVPD.

HOMO level   -9.15 eV
Lowest unoccupied orbital energy   0.0033 Ha
Frontier orbital gap   9.2 eV
Charge   0

Geometry (Å):
H -0.624 2.667 0.455
H 0.776 -0.858 -0.062
C 0.324 -1.179 0.937
H -1.898 0.483 1.281
H 2.973 0.986 -1.006
O 1.289 -0.986 -2.973
H -0.893 -1.572 -2.739
H 2.171 0.458 3.153
C 2.159 0.248 2.141
H 0.364 1.013 0.919
H 1.007 -1.954 1.459
H 3.380 -0.300 -0.478
H -0.559 1.205 3.003
O -0.839 3.425 1.010
H -0.376 -2.905 -2.461
C 0.604 0.124 1.751
C -2.193 -0.502 0.681
N -0.160 0.297 2.973
H -1.311 0.345 -0.873
H -1.320 -2.233 1.701
H -0.801 2.661 -2.478
O -0.428 2.204 -1.746
H -2.179 -0.913 -1.446
C -1.152 -1.604 0.840
O 3.043 0.395 1.349
N -2.206 -0.070 -0.707
H -0.895 -0.347 3.198
H 1.817 -0.424 -3.538
H 0.465 2.568 -1.680
O -1.184 -2.574 -2.866
H -3.184 -0.871 1.030
H -1.200 -2.319 -0.027
H 1.764 -1.176 -2.142
O 2.998 0.117 -1.360
H -1.731 3.593 0.700

Model b:
This record from the Open Molecules 2025 dataset describes a 6-piece molecular cluster, C5H22N2O6 overall. The level of theory is ωB97M-V/def2-TZVPD.

HOMO level   -9.00 eV
Lowest unoccupied orbital energy   0.0131 Ha
Frontier orbital gap   9.4 eV
Charge   0

Geometry (Å):
H 1.300 2.147 1.411
C -0.672 0.739 2.094
O -0.449 -1.587 -0.543
H 1.423 -1.620 3.983
H -0.704 -1.206 -1.415
O 2.258 -0.284 -0.582
H 0.416 -1.929 -0.679
O -3.430 -0.514 -1.265
C 0.996 -0.769 3.389
H -3.395 2.799 -0.900
H 0.690 2.572 -0.151
H -2.608 -0.620 -1.718
O -3.880 2.158 -1.403
H -0.102 1.547 2.496
N 2.927 1.688 -1.089
C 1.929 0.880 -0.321
H 2.596 -1.841 -1.660
N -0.459 0.979 0.566
H 2.551 -1.752 -3.098
C -0.354 -0.769 2.803
H -1.424 -1.412 -4.243
H -0.556 0.230 0.064
H -3.203 -0.372 -0.263
H -0.561 -1.450 1.968
H -0.630 -2.204 -3.270
O -1.143 -1.313 -3.381
C 0.919 1.707 0.448
O 2.248 -2.330 -2.427
H -3.474 1.261 -1.331
H 1.215 0.119 3.950
H 2.998 2.679 -0.916
H -1.734 0.817 2.428
H 3.838 1.317 -1.032
H -1.290 -0.817 3.421
H 1.763 -0.850 2.664

Which structure loses on stability? model b does.

Model a:
This record from the Open Molecules 2025 dataset describes a 2-piece molecular cluster, C3H10N2S overall. The level of theory is ωB97M-V/def2-TZVPD.

HOMO level   -8.53 eV
Lowest unoccupied orbital energy   0.0328 Ha
Frontier orbital gap   9.4 eV
Charge   0

Geometry (Å):
H 1.598 -2.480 0.005
C 0.626 2.425 0.371
H -2.370 -0.735 -0.332
C -2.030 -1.606 0.373
H -2.719 -1.520 1.187
H -1.204 3.119 0.162
N 1.914 2.284 -0.307
H 0.612 2.052 1.432
H 0.155 -3.174 -0.639
H 2.752 2.081 0.166
H 0.669 -1.467 -1.237
H -2.049 -2.528 -0.114
H 1.956 2.132 -1.326
N -0.330 2.909 -0.313
S -0.260 -1.295 0.954
C 0.681 -2.201 -0.383

Model b:
This record from the Open Molecules 2025 dataset describes C3H10N2S as an isolated structure. The level of theory is ωB97M-V/def2-TZVPD.

HOMO level   -7.10 eV
Lowest unoccupied orbital energy   0.0126 Ha
Frontier orbital gap   7.4 eV
Charge   0

Geometry (Å):
S -0.476 -1.748 0.050
H -0.768 -1.996 2.425
C 0.256 1.139 -2.067
H 0.681 0.583 1.560
H 0.132 0.229 3.225
N -0.893 0.631 -2.513
H -1.338 0.994 -3.364
H 0.579 -0.517 -0.650
C -0.113 0.052 2.166
N 0.988 0.525 -1.178
H 1.733 1.103 -0.807
H -1.138 0.556 1.958
C -0.067 -1.403 1.797
H 0.907 -1.870 2.103
H 0.700 2.032 -2.551
H -1.182 -0.312 -2.153

Which structure loses on stability? model a does.

Model a:
This record from the Open Molecules 2025 dataset describes a 2-piece molecular cluster, C11H15N overall. The level of theory is ωB97M-V/def2-TZVPD.

HOMO level (spin up / spin down)   -13.06 / -13.38 eV
Lowest unoccupied orbital energy (spin up / spin down)   -0.1362 / -0.2563 Ha
<S²>   0.77
Multiplicity   2
Frontier orbital gap (spin up / spin down)   9.4 / 6.4 eV
Charge   +1

Geometry (Å):
H -0.943 2.784 -0.831
C -0.918 0.916 0.529
H 1.785 -2.496 2.303
H 1.524 2.383 -1.023
H -2.478 -0.492 1.012
H -3.028 1.107 0.309
C 1.518 -1.560 1.834
C -0.448 1.969 -0.329
H -2.969 -2.422 -2.424
C 1.326 0.770 0.277
C 2.532 0.042 0.255
C 0.331 -0.918 1.799
N 0.910 1.896 -0.376
C 0.230 0.231 0.985
H -1.357 -0.184 -3.630
H -1.390 -2.371 -3.207
C -2.018 -1.915 -2.443
C -2.033 -0.403 -2.788
H -2.431 0.869 1.974
H -1.384 -2.039 -1.559
H -3.022 -0.072 -3.075
H -0.572 -1.274 2.280
C 2.561 -1.152 0.928
C -2.303 0.579 0.918
H 3.413 -1.811 0.840
H 3.350 0.508 -0.281
H -1.555 0.247 -2.060

Model b:
This record from the Open Molecules 2025 dataset describes a 2-piece molecular cluster, C11H15N overall. The level of theory is ωB97M-V/def2-TZVPD.

HOMO level (spin up / spin down)   -13.22 / -13.45 eV
Lowest unoccupied orbital energy (spin up / spin down)   -0.1338 / -0.2612 Ha
<S²>   0.78
Multiplicity   2
Frontier orbital gap (spin up / spin down)   9.6 / 6.3 eV
Charge   +1

Geometry (Å):
C -0.776 -1.394 -0.120
C -0.041 -0.734 -1.031
C -0.389 0.583 -1.499
C -1.855 -0.670 0.521
H -0.724 -2.446 0.201
H -3.073 1.120 0.648
H -2.321 -1.102 1.400
H 1.089 1.889 -4.157
H 2.142 -3.001 3.940
C 1.272 1.254 -3.274
N -1.656 2.495 -1.337
C 1.693 -2.005 3.988
H 0.826 -2.203 4.626
C -1.539 1.141 -0.875
H -2.396 3.155 -1.161
C -2.282 0.582 0.159
C 1.253 -1.556 2.629
C -0.768 2.636 -2.354
H 2.110 -1.661 1.948
H 1.283 0.210 -3.550
C 0.090 1.556 -2.389
H 2.281 -1.188 4.442
H 2.217 1.507 -2.809
H 1.057 -0.473 2.617
H 0.718 -1.167 -1.705
H -0.692 3.547 -2.922
H 0.481 -2.075 2.063

Which structure loses on stability? model b does.

Model a:
This record from the Open Molecules 2025 dataset describes an isolated molecule of C5H6N4S. The level of theory is ωB97M-V/def2-TZVPD.

HOMO level   -8.12 eV
Lowest unoccupied orbital energy   0.0051 Ha
Frontier orbital gap   8.3 eV
Charge   0

Geometry (Å):
C 1.189 -1.356 -0.590
H 1.074 -1.457 -1.684
C -2.760 0.202 0.502
C 0.577 1.108 -0.116
H 1.946 -2.074 -0.260
S 2.969 0.167 0.782
H 0.996 2.095 -0.063
N 1.723 -0.018 -0.362
H -2.069 2.204 0.319
C -0.649 0.633 0.045
H -3.803 0.407 0.657
N -1.877 1.219 0.280
N -2.254 -0.979 0.481
H 3.923 0.414 -0.134
C -0.920 -0.823 0.162
N -0.065 -1.742 -0.018

Model b:
This record from the Open Molecules 2025 dataset describes an isolated molecule of C5H6N4S. The level of theory is ωB97M-V/def2-TZVPD.

HOMO level   -7.10 eV
Lowest unoccupied orbital energy   0.0264 Ha
Frontier orbital gap   7.8 eV
Charge   0

Geometry (Å):
C 0.342 -2.255 -1.169
N -0.455 2.336 1.087
H 1.435 3.074 1.695
H -2.253 -0.855 -0.021
C 0.861 0.059 0.189
S 1.750 -1.310 -0.587
H 0.779 -3.051 -1.832
H -1.595 -2.550 -1.640
H 2.417 1.271 0.223
C -0.420 0.260 0.027
N -1.183 1.403 0.418
C -0.939 -1.900 -1.101
N 1.620 1.092 0.830
C 0.802 2.225 1.237
N -1.368 -0.720 -0.424
H -1.795 0.919 1.070

Which structure loses on stability? model b does.

Model a:
This record from the Open Molecules 2025 dataset describes an isolated molecule of C8H11N3O3S. The level of theory is ωB97M-V/def2-TZVPD.

HOMO level (spin up / spin down)   -7.44 / -7.44 eV
Lowest unoccupied orbital energy (spin up / spin down)   -0.0825 / -0.0825 Ha
Frontier orbital gap (spin up / spin down)   5.2 / 5.2 eV
Charge   0

Geometry (Å):
H -1.318 0.278 -5.920
H 1.312 -0.555 -0.132
H 1.672 0.785 5.007
H -0.146 0.748 3.754
H -2.089 0.408 -0.503
C -1.677 0.316 -1.464
H 2.800 0.669 2.899
H -3.369 0.794 -2.786
C 0.741 0.427 3.168
C 1.854 -0.035 4.313
C 0.215 -0.547 -0.283
S -0.736 -0.770 1.149
H 1.466 -1.251 2.017
O 3.069 0.004 3.655
H 1.649 -0.986 4.554
C -1.472 0.280 -3.860
C -2.226 0.505 -2.714
H -2.827 1.044 -5.391
C 0.401 -0.353 -2.623
H -0.014 -1.647 3.258
N -2.037 0.409 -5.120
N -0.415 -0.239 -1.429
N -0.194 0.004 -3.819
C 0.522 -1.011 2.515
O 1.236 1.272 2.320
O 1.585 -0.548 -2.563

Model b:
This record from the Open Molecules 2025 dataset describes an isolated molecule of C8H11N3O3S. The level of theory is ωB97M-V/def2-TZVPD.

HOMO level (spin up / spin down)   -7.32 / -7.84 eV
Lowest unoccupied orbital energy (spin up / spin down)   0.0063 / 0.0154 Ha
Frontier orbital gap (spin up / spin down)   7.5 / 8.3 eV
Charge   0

Geometry (Å):
N 0.989 -0.524 0.884
H -0.126 -1.924 -1.422
H -2.348 -1.665 -1.981
H -3.924 -0.207 -1.155
H 5.360 -0.934 0.185
N 4.491 -1.400 0.378
H -1.554 3.193 1.956
H -0.018 -0.210 -1.843
C 0.010 -0.509 0.152
O 3.502 0.625 0.529
C -1.755 1.481 0.763
C -2.763 1.128 0.025
C -0.981 2.314 1.632
S 2.519 1.757 -0.942
H 4.425 -2.385 0.198
H -0.084 2.644 1.095
C -1.984 -0.882 -1.326
H -0.661 1.748 2.510
H 2.146 -2.241 0.418
O 2.080 0.665 -1.795
O 1.443 2.441 -0.262
N 2.210 -1.242 0.562
C -2.899 -0.038 -0.849
H -3.663 1.752 0.055
C 3.381 -0.617 0.487
C -0.491 -0.923 -1.151

Which structure loses on stability? model b does.

Model a:
This record from the Open Molecules 2025 dataset describes an isolated molecule of C5H4OS2. The level of theory is ωB97M-V/def2-TZVPD.

HOMO level   -8.09 eV
Lowest unoccupied orbital energy   -0.0325 Ha
Frontier orbital gap   7.2 eV
Charge   0

Geometry (Å):
H -0.011 -2.410 0.025
S 1.531 1.032 0.002
S -2.351 -0.811 0.000
C 0.215 2.150 -0.003
C 0.748 -1.609 -0.005
C -0.998 0.142 -0.003
C -1.013 1.597 0.000
O 1.993 -2.101 -0.001
C 0.389 -0.326 0.003
H 2.670 -1.395 -0.011
H -1.968 2.148 -0.005
H 0.436 3.221 0.001

Model b:
This record from the Open Molecules 2025 dataset describes C5H4OS2 as an isolated structure. The level of theory is ωB97M-V/def2-TZVPD.

HOMO level   -9.05 eV
Lowest unoccupied orbital energy   -0.0750 Ha
Frontier orbital gap   7.0 eV
Charge   0

Geometry (Å):
C 0.428 -1.401 1.443
H 0.015 2.197 -2.204
H 1.434 2.121 -0.676
C -1.550 -2.074 -0.426
H -0.584 2.582 -0.539
S 0.628 -2.022 2.948
S -0.082 0.190 -0.714
C 0.832 -0.078 0.837
C -0.552 -1.856 0.398
O 1.431 0.707 1.480
H -2.274 -2.333 -1.410
C 0.275 1.968 -1.135

Which structure loses on stability? model b does.